# 1
A cluster of 2 separate species, CH5NOS2 in total in a non-equilibrium geometry. Source: the Open Molecules 2025 dataset; level of theory: the ωB97M-V functional and the def2-TZVPD basis.

For the highest occupied orbital energy, the calculation gives -0.316 Eh. The multiplicity is 1. The SMILES is NC=O.SS. The gap between HOMO and LUMO comes out at 9.19 eV. The energy above the lowest of the compared OMol25 structures with the same formula, charge and spin comes out at 43.3 kJ/mol.

XYZ file:
```
10
CH5NOS2 the ωB97M-V functional and the def2-TZVPD basis
O -0.408 0.279 0.028
H -1.428 1.475 1.811
H 3.209 -0.625 -1.284
S 3.538 -1.924 -1.095
S 1.698 -2.784 -0.599
H 1.453 -1.916 0.451
H -1.924 0.788 -1.063
C -1.440 0.923 -0.079
N -1.897 1.680 0.940
H -2.802 2.106 0.891
```

Results of the natural (NBO) charge analysis, in e, for atoms 1 through 6: -0.627, 0.410, 0.133, -0.154, -0.136, 0.157

***

# 2
The molecule C6H10. Source: the Open Molecules 2025 dataset; level of theory: the ωB97M-V functional and the def2-TZVPD basis.

For the highest occupied orbital energy, the calculation gives -0.318 Eh. The multiplicity is 1. The SMILES is C=C/C=C\CC. The gap between HOMO and LUMO comes out at 9.55 eV. The energy above the lowest of the compared OMol25 structures with the same formula, charge and spin comes out at 139.6 kJ/mol.

XYZ file:
```
16
C6H10 the ωB97M-V functional and the def2-TZVPD basis
H -0.459 1.377 -1.202
H 1.031 1.305 1.024
H -1.233 -2.047 0.533
C -1.297 0.182 0.481
H -2.324 0.042 0.821
C -0.612 -1.163 0.392
H -2.224 1.469 -1.049
C 0.640 -1.334 -0.037
H -0.820 0.819 1.240
H 2.585 -0.689 -0.721
H 1.049 -2.341 -0.097
C 1.860 0.795 0.533
C -1.358 0.818 -0.919
H 2.867 1.138 0.744
H -1.440 -0.017 -1.612
C 1.735 -0.354 -0.130
```

Results of the natural (NBO) charge analysis, in e, for atoms 1 through 6: 0.214, 0.188, 0.204, -0.453, 0.210, -0.147

***

# 3
The molecule C4H11NOS in a non-equilibrium geometry. Source: the Open Molecules 2025 dataset; level of theory: the ωB97M-V functional and the def2-TZVPD basis.

For the highest occupied orbital energy, the calculation gives -0.260 Eh. The multiplicity is 1. The SMILES is CC=S(N)(O)=CC. The gap between HOMO and LUMO comes out at 7.25 eV. The energy above the lowest of the compared OMol25 structures with the same formula, charge and spin comes out at 693.7 kJ/mol.

XYZ file:
```
18
C4H11NOS the ωB97M-V functional and the def2-TZVPD basis
C 2.768 0.582 0.343
C -2.734 0.225 -0.451
H -1.096 1.532 -0.980
H 0.189 -0.400 2.040
N 0.254 -1.023 1.318
O -0.253 -1.766 -1.067
H -0.523 -1.815 1.461
S 0.008 -0.167 -0.230
H 3.380 0.130 -0.485
H 1.258 1.755 -0.820
H -3.072 -0.744 0.128
H -3.121 0.040 -1.523
H 2.721 -0.157 1.186
H 3.313 1.443 0.700
H -3.594 0.799 -0.114
C -1.421 0.759 -0.247
H 0.579 -2.220 -1.225
C 1.345 1.026 -0.035
```

Results of the natural (NBO) charge analysis, in e, for atoms 1 through 6: -0.659, -0.665, 0.216, 0.374, -0.989, -0.918

***

- What is the multiplicity in the third record?
  1

***

- Look up the gap between HOMO and LUMO of the second one.
  9.55 eV